Record 1
Computed, not measured: 2 unconnected molecules or ions with the total composition C3NO4S2 at a distorted geometry, with ωB97M-V/def2-TZVPD.

CARTESIAN COORDINATES (ANGSTROEM)
C: -0.1332 -0.0861 -0.0671
C: 0.4403 -0.9803 0.8675
C: -1.1394 0.8297 1.6996
N: -0.8212 0.9378 0.3234
O: 1.1604 -1.9185 0.6917
O: -1.6868 1.6250 2.4228
O: 0.9185 1.5116 -3.1487
O: 1.6938 -0.8810 -3.2600
S: -0.6815 -0.7895 2.3628
S: 0.6267 0.0906 -3.0242

Relative energy (zero: lowest compared OMol25 entry of this formula, charge and spin), kcal per mole: 21.1
Net charge: -1
E_tot, hartree: -1266.42283
Highest occupied orbital energy (alpha / beta), eV: -3.96 / -3.96
Gap between HOMO and LUMO (alpha / beta), eV: 6.67 / 6.67
Molar mass, Da: 178.170


Record 2
Computed, not measured: a molecular structure, C3O3Tl at a distorted geometry, with ωB97M-V/def2-TZVPD.

CARTESIAN COORDINATES (ANGSTROEM)
C: -0.4350 -1.0365 -0.0430
C: 0.5007 -2.0073 -0.2337
O: 1.0348 -3.0218 -0.5271
O: -0.3255 2.6033 -0.1463
O: 0.4083 -0.9522 1.0601
C: 0.0904 3.6149 -0.4508
Tl: -1.2736 0.7996 0.3408

Net charge: +2
E_tot, hartree: -511.49136
Highest occupied orbital energy (alpha / beta), eV: -20.73 / -22.25
Gap between HOMO and LUMO (alpha / beta), eV: 7.48 / 8.43
Molar mass, Da: 288.413
Spin multiplicity: 2


Record 3
Computed, not measured: 3 unconnected molecules or ions with the total composition C3O4 at a distorted geometry, with ωB97M-V/def2-TZVPD.

CARTESIAN COORDINATES (ANGSTROEM)
C: -0.7165 -1.0877 -0.6355
C: -2.7034 -0.1298 -1.4563
C: 2.0973 0.5192 1.7468
O: 1.2254 0.8439 2.4164
O: -0.0387 -0.1932 -0.3955
O: -2.6317 -0.1455 -2.5858
O: 3.0282 0.2476 1.1199

Relative energy (zero: lowest compared OMol25 entry of this formula, charge and spin), kcal per mole: 6.3
E_tot, hartree: -415.28955
Highest occupied orbital energy, eV: -12.31
Gap between HOMO and LUMO, eV: 12.65
Molar mass, Da: 100.029